Arrangement w

Density functional theory data (wB97M-V/def2-TZVPD) for a cluster of 2 separate species, C3H4I2O in total.

Results
* frontier orbital gap: 8.9 eV
* highest occupied orbital energy: -9.17 eV
* E_LUMO: -0.27 eV

Positions of all 10 atoms, in Å:
C -1.627 1.167 0.118
C -1.688 0.611 1.260
C 1.595 -0.826 -1.079
O -1.403 1.614 -0.908
I 0.815 -2.500 0.128
I 2.518 0.479 0.354
H -1.982 -0.348 1.388
H -1.188 1.204 2.006
H 0.715 -0.353 -1.463
H 2.246 -1.048 -1.802

---

Arrangement x

Density functional theory data (wB97M-V/def2-TZVPD) for a structure of composition C3H4I2O.

Results
* frontier orbital gap: 8.6 eV
* highest occupied orbital energy: -9.00 eV
* E_LUMO: -0.41 eV

Positions of all 10 atoms, in Å:
O 0.630 -1.441 0.710
I -1.402 2.357 0.517
I 2.141 2.409 0.467
C 0.580 -0.212 0.532
C -0.528 0.477 -0.388
C 1.539 0.542 1.399
H 0.069 0.616 -1.409
H -1.278 -0.221 -0.520
H 2.469 -0.085 1.692
H 1.073 0.849 2.291

---

Relative to the most stable one, in eV, the structures come out at arrangement w 0.672; arrangement x 0.000.

---

Arrangement w

Density functional theory data (wB97M-V/def2-TZVPD) for the ion CH5NO with charge +1.

Results
* <S²>: 0.755
* multiplicity: 2
* frontier orbital gap (alpha / beta): 13.3 / 8.7 eV
* highest occupied orbital energy (alpha / beta): -17.30 / -17.57 eV
* E_LUMO (alpha / beta): -4.01 / -8.86 eV
* net charge: +1

Positions of all 8 atoms, in Å:
O -0.630 1.333 0.238
H -1.302 0.958 0.834
C -0.118 0.267 -0.427
N 0.640 -0.623 0.345
H 0.394 0.592 -1.375
H -0.864 -0.463 -0.919
H 0.754 -0.615 1.367
H 1.125 -1.448 -0.063

---

Arrangement x

Density functional theory data (wB97M-V/def2-TZVPD) for a cluster of 2 separate species, CH5NO in total.

Results
* <S²>: 0.763
* multiplicity: 2
* frontier orbital gap (alpha / beta): 8.7 / 5.3 eV
* highest occupied orbital energy (alpha / beta): -15.35 / -15.34 eV
* E_LUMO (alpha / beta): -6.68 / -10.03 eV
* net charge: +1

Positions of all 8 atoms, in Å:
C -1.524 -0.708 -0.677
N -1.704 -0.359 0.599
H -2.127 -1.527 -1.177
H -0.690 -0.285 -1.332
H -1.259 0.587 0.922
H 2.475 1.479 0.258
H 2.747 0.291 0.996
O 2.082 0.522 0.412

---

Relative to the most stable one, in eV, the structures come out at arrangement w 0.000; arrangement x 1.895.